[1]
Below is a structure of composition C13H37N5O4Rb, with properties calculated with ωB97M-V with the def2-TZVPD basis set.

Element x y z (Å)
Rb: -29.8586 -15.0852 -17.8455
C: -29.7411 -16.5288 -14.3120
O: -29.1996 -15.7056 -15.0699
N: -29.0467 -17.2345 -13.4028
N: -31.0739 -16.8140 -14.4247
H: -29.3948 -17.9438 -12.7916
H: -28.0540 -17.0617 -13.4533
H: -31.5527 -16.2456 -15.0949
H: -31.4729 -17.6053 -13.9619
C: -27.6606 -18.8535 -16.3314
C: -27.8247 -19.5423 -17.6666
C: -28.5778 -18.6516 -18.6893
O: -29.7638 -18.0320 -18.2154
C: -30.7566 -18.8445 -17.6316
N: -26.5261 -19.9411 -18.2879
H: -28.3949 -19.2782 -15.6423
H: -27.7985 -17.7759 -16.4318
H: -26.6989 -19.0276 -15.8485
H: -28.4198 -20.4575 -17.6357
H: -28.8948 -19.3645 -19.4664
H: -27.9588 -17.8888 -19.1604
H: -30.7561 -19.8344 -18.1045
H: -31.7313 -18.4041 -17.8313
H: -30.5843 -19.0046 -16.5657
H: -26.7823 -20.3241 -19.2044
H: -26.0823 -19.0683 -18.5933
C: -31.2933 -10.5207 -17.2609
C: -30.4431 -11.1392 -18.3644
C: -29.6193 -10.0124 -19.0297
O: -28.8673 -10.6487 -20.0645
C: -27.5675 -10.1140 -20.2094
N: -29.5288 -12.1389 -17.7694
H: -32.1018 -11.1489 -16.8851
H: -31.6984 -9.5218 -17.4454
H: -30.6997 -10.2915 -16.3630
H: -31.1615 -11.5182 -19.0893
H: -28.9370 -9.5529 -18.3110
H: -30.2974 -9.2554 -19.4286
H: -26.8192 -10.5326 -19.5242
H: -27.5433 -9.0258 -20.1654
H: -27.1927 -10.4315 -21.1866
H: -28.7719 -12.1241 -18.4629
H: -29.0906 -11.6870 -16.9686
C: -31.0048 -15.7318 -21.1591
C: -29.5495 -16.1697 -21.3674
C: -29.1446 -16.1955 -22.8346
O: -29.7646 -17.3293 -23.4422
C: -29.5116 -17.3618 -24.8491
N: -28.6116 -15.3605 -20.5767
H: -31.3799 -15.9940 -20.1665
H: -31.6358 -16.2818 -21.8583
H: -31.1328 -14.6669 -21.3592
H: -29.4792 -17.1998 -21.0133
H: -28.0680 -16.2352 -23.0265
H: -29.5319 -15.3033 -23.3464
H: -28.5374 -17.8026 -25.0629
H: -29.5623 -16.3400 -25.2396
H: -30.3320 -17.9021 -25.3162
H: -28.4015 -14.4284 -20.9260
H: -27.6889 -15.7888 -20.5751

Lowest unoccupied orbital energy ... -2.42 eV
Orbital gap ... 9.5 eV
Highest occupied orbital energy ... -11.88 eV
Relative energy (zero: lowest compared OMol25 entry of this formula, charge and spin) ... 10.9 kcal/mol
Charge ... +1


[2]
Below is a cluster of 4 separate species, C13H38INO12P3 in total, with properties calculated with ωB97M-V with the def2-TZVPD basis set.

Element x y z (Å)
C: -4.3494 -3.9435 -1.0468
C: -2.9597 -3.2723 -0.9473
C: -3.0995 -1.7453 -1.2092
C: -4.1077 -1.3984 -2.2985
N: -3.4162 -1.0444 0.0965
I: -2.2759 0.7083 0.3346
H: -4.5776 -4.1367 -2.0916
H: -4.3822 -4.8941 -0.5173
H: -5.1082 -3.3084 -0.5855
H: -2.5777 -3.4473 0.0631
H: -2.2682 -3.6642 -1.6903
H: -2.1409 -1.3793 -1.5751
H: -5.1387 -1.4408 -1.9368
H: -3.9560 -0.3836 -2.6687
H: -4.0445 -2.1159 -3.1127
H: -3.1829 -1.6294 0.8968
H: -4.3872 -0.7392 0.1508
C: 1.2899 -0.1311 0.1748
O: 2.5390 -0.3097 0.8220
P: 3.1876 1.0538 1.5331
O: 3.2591 1.9207 0.3285
O: 4.5471 0.2744 1.8704
C: 5.2405 -0.3573 0.8033
O: 3.4201 2.1629 2.7069
C: 3.5896 1.7167 4.0752
H: 0.7894 -1.0991 0.0980
H: 0.6573 0.5512 0.7414
H: 1.4534 0.2602 -0.8305
H: 5.0190 0.1087 -0.1564
H: 4.9227 -1.3999 0.7890
H: 6.3137 -0.3033 0.9679
H: 4.6242 1.4203 4.2369
H: 2.9283 0.8848 4.3118
H: 3.3541 2.5514 4.7301
C: 3.3181 -3.9068 -0.9474
O: 3.6312 -4.0021 -2.3448
P: 2.3260 -3.9108 -3.4103
O: 1.6341 -5.0918 -2.7944
O: 3.2862 -4.2819 -4.6419
C: 4.0965 -5.4593 -4.5663
O: 1.0280 -3.4943 -4.3503
C: 1.1928 -2.4503 -5.3409
H: 4.2136 -3.6172 -0.4008
H: 2.5443 -3.1586 -0.7814
H: 2.9801 -4.8757 -0.5851
H: 3.6441 -6.2121 -3.9223
H: 5.0874 -5.2032 -4.1958
H: 4.1896 -5.8574 -5.5741
H: 1.6360 -2.8677 -6.2435
H: 1.8159 -1.6374 -4.9705
H: 0.2077 -2.0564 -5.5825
C: -0.3179 4.4514 2.1605
O: -1.4966 4.6649 2.9558
P: -2.2468 6.1288 2.7826
O: -1.1760 7.0807 3.1414
O: -3.2707 5.7943 3.9837
C: -2.7534 5.6092 5.3017
O: -3.3218 7.1071 2.0411
C: -4.6139 6.5767 1.6724
H: -0.1651 3.3747 2.0625
H: -0.4263 4.8865 1.1685
H: 0.5461 4.8860 2.6584
H: -1.8277 6.1644 5.4484
H: -2.5808 4.5487 5.4873
H: -3.5015 5.9706 6.0034
H: -5.2794 6.6019 2.5336
H: -4.5382 5.5567 1.2969
H: -5.0243 7.2099 0.8898

Lowest unoccupied orbital energy ... -5.83 eV
Orbital gap ... 5.7 eV
Highest occupied orbital energy ... -11.50 eV
Charge ... +1


[3]
Below is a structure of composition C13H39Be2O13, with properties calculated with ωB97M-V with the def2-TZVPD basis set.

Element x y z (Å)
Be: -2.0680 -1.6199 1.3826
Be: 1.4235 -1.1825 3.4815
C: 0.9303 -0.2156 0.1301
O: 0.2192 -0.2996 1.3668
H: 1.7636 0.4850 0.1828
H: 1.1991 -1.1913 -0.2749
H: 0.1064 0.1807 -0.4632
C: -4.6360 0.0805 2.9725
C: -3.7503 1.0445 2.2555
O: -2.4154 0.7973 2.5177
O: -4.5136 -1.1767 2.2668
H: -5.6391 0.5066 2.9914
H: -4.3962 -0.0178 4.0313
H: -3.7371 2.1261 2.3903
H: -3.8360 0.9436 1.1736
H: -1.9829 1.2991 1.8228
H: -5.3667 -1.2849 1.8401
C: 2.0184 -2.1403 -3.2997
C: 0.5132 -2.3668 -3.0520
O: -0.4792 -1.5750 -3.7761
O: 2.4216 -2.6210 -4.5513
H: 2.4579 -2.6620 -2.4496
H: 2.2931 -1.0932 -3.4267
H: 0.1223 -2.1503 -2.0578
H: 0.3052 -3.4153 -3.2653
H: -1.3423 -1.9812 -3.6684
H: 2.9764 -1.8935 -4.8422
C: 0.2008 2.0625 -3.1992
C: -1.2532 2.2420 -2.9261
O: -2.1576 1.3345 -3.5202
O: 0.8718 3.2172 -2.7992
H: 0.5924 1.9130 -4.2054
H: 0.4494 1.1951 -2.5877
H: -1.6359 3.1723 -3.3459
H: -1.3902 2.2725 -1.8452
H: -2.3754 0.6434 -2.8905
H: 0.9998 3.8715 -3.4899
C: 1.5953 4.1351 0.5486
C: 0.4306 3.2947 0.9546
O: -0.5862 4.1258 1.5206
O: 1.4318 5.0251 -0.5652
H: 2.4352 3.4755 0.3307
H: 2.1583 4.4778 1.4167
H: 0.7272 2.5174 1.6588
H: 0.0829 2.8702 0.0128
H: -0.6316 4.8826 0.9317
H: 1.0422 4.5042 -1.2712
C: 4.6137 -0.0715 2.4506
C: 3.7789 1.2139 2.5806
O: 2.6641 1.1018 3.5433
O: 3.7987 -1.1177 2.1077
H: 5.2692 -0.1940 3.3128
H: 5.2907 0.0185 1.6011
H: 3.3044 1.5390 1.6547
H: 4.5312 2.0000 2.6451
H: 2.6317 2.0202 3.8209
H: 4.2819 -1.4416 1.3441
C: -1.3101 -4.4860 -0.2497
C: -2.1595 -4.9602 0.9545
O: -3.2872 -3.9481 1.1405
O: -0.6742 -3.1848 0.0513
H: -1.9131 -4.4106 -1.1546
H: -0.4998 -5.2081 -0.3493
H: -1.4620 -4.8552 1.7856
H: -2.4987 -5.9960 0.9456
H: -4.1049 -4.4174 0.9598
H: 0.1701 -3.4116 0.4479

Multiplicity ... 2
Lowest unoccupied orbital energy (spin up / spin down) ... -9.21 / -9.24 eV
Orbital gap (spin up / spin down) ... 4.9 / 4.9 eV
Highest occupied orbital energy (spin up / spin down) ... -14.15 / -14.15 eV
Charge ... +2


[4]
Below is a structure of composition C13H3BiCl4NO6, with properties calculated with ωB97M-V with the def2-TZVPD basis set.

Element x y z (Å)
Bi: 0.6724 -0.9810 1.2326
Cl: 4.9291 4.3497 0.2228
C: 4.2994 2.8515 0.3966
C: 5.1725 1.5637 0.1537
Cl: 6.8156 1.8760 0.0011
C: 4.6743 0.3207 0.3917
Cl: 5.8000 -0.9958 0.3309
C: 3.2836 0.0535 0.5916
O: 2.6984 -1.1075 0.6503
C: 2.4525 1.2097 0.4373
O: 1.1487 0.8937 0.5201
C: 2.8939 2.5854 0.4299
Cl: 1.8731 3.9963 0.5470
O: -5.6656 -1.8112 -1.7962
C: -5.6880 -0.9246 -0.8632
O: -6.5024 -0.0387 -0.7012
C: -4.2264 -0.8790 -0.4134
C: -3.6826 0.4836 -0.2403
C: -2.3307 0.4608 0.1029
N: -1.5279 -0.6214 0.2539
C: -1.9366 -1.7562 -0.2358
C: -3.3034 -1.8313 -0.5027
C: -0.9870 -2.9029 -0.2198
O: -1.4652 -3.9672 -0.2692
O: 0.3005 -2.6652 -0.0183
H: -4.4059 1.2302 -0.3362
H: -1.7647 1.3784 0.2038
H: -3.5277 -2.7710 -0.8702

Lowest unoccupied orbital energy ... 1.94 eV
Orbital gap ... 7.4 eV
Highest occupied orbital energy ... -5.41 eV
Charge ... -1


[5]
Below is a cluster of 3 separate species, C13H40BIN6O4P2 in total, with properties calculated with ωB97M-V with the def2-TZVPD basis set.

Element x y z (Å)
O: 4.5583 -4.4059 4.3760
O: 5.7605 -4.2116 3.6416
C: 5.6539 -4.8921 2.3745
B: 5.2129 -3.8620 1.2498
I: 6.4843 -2.2597 0.7916
H: 3.8649 -4.0269 3.8113
H: 4.9606 -5.7329 2.4782
H: 6.6414 -5.3231 2.1570
H: 4.1765 -3.9332 0.6778
O: 1.4359 -3.6389 -0.2689
P: 0.2268 -2.9984 0.2775
N: 0.7011 -1.6731 1.1937
C: -0.2117 -0.8331 1.9502
C: 1.8022 -0.8829 0.6453
N: -0.5065 -4.1579 1.2818
C: -1.0356 -3.8417 2.5964
C: 0.1322 -5.4726 1.2727
N: -1.1621 -2.4421 -0.4845
C: -2.0631 -3.4783 -1.0246
C: -0.8472 -1.4857 -1.5662
H: -0.8090 -0.1776 1.3046
H: 0.3680 -0.1968 2.6233
H: -0.8867 -1.3951 2.5797
H: 1.4758 -0.1433 -0.0960
H: 2.5367 -1.5333 0.1751
H: 2.3031 -0.3459 1.4540
H: -0.2665 -3.4999 3.3000
H: -1.5009 -4.7361 3.0146
H: -1.8247 -3.0937 2.5316
H: 1.0255 -5.5182 1.9076
H: 0.4243 -5.7552 0.2658
H: -0.5872 -6.2108 1.6349
H: -1.5579 -4.1684 -1.7083
H: -2.8641 -2.9786 -1.5699
H: -2.5096 -4.0492 -0.2165
H: -0.2626 -1.9415 -2.3722
H: -0.2889 -0.6369 -1.1721
H: -1.7758 -1.0989 -1.9859
O: -3.2612 4.6535 -0.6150
P: -1.9253 4.2287 -1.0638
N: -1.3313 5.3707 -2.1403
C: -0.0630 5.2523 -2.8433
C: -1.6160 6.7666 -1.8083
N: -2.1511 2.7446 -1.8704
C: -1.5065 2.4222 -3.1302
C: -3.5177 2.2274 -1.8301
N: -0.5634 3.7982 -0.1798
C: -0.6513 2.5171 0.5400
C: -0.1749 4.8528 0.7791
H: 0.8048 5.4280 -2.1947
H: -0.0417 6.0013 -3.6375
H: 0.0600 4.2897 -3.3176
H: -0.8998 7.1865 -1.0919
H: -2.6155 6.8551 -1.3896
H: -1.5746 7.3716 -2.7161
H: -1.8074 3.0834 -3.9518
H: -1.7682 1.3993 -3.4099
H: -0.4214 2.4392 -3.0312
H: -4.1775 2.7037 -2.5644
H: -3.9569 2.3681 -0.8469
H: -3.4890 1.1537 -2.0357
H: -1.5200 2.4525 1.2045
H: 0.2532 2.3903 1.1371
H: -0.6914 1.6936 -0.1672
H: -0.9444 5.0338 1.5367
H: 0.0204 5.7873 0.2546
H: 0.7461 4.5603 1.2823

Lowest unoccupied orbital energy ... -0.28 eV
Orbital gap ... 8.6 eV
SMILES ... CN(C)P(=O)(N(C)C)N(C)C.CN(C)P(=O)(N(C)C)N(C)C.OOCBI
Highest occupied orbital energy ... -8.92 eV
Charge ... 0


[6]
Below is a cluster of 3 separate species, C13H42BN6O3P3 in total, with properties calculated with ωB97M-V with the def2-TZVPD basis set.

Element x y z (Å)
C: -6.2827 -3.0316 -1.0415
B: -4.9339 -3.2574 -0.0636
O: -3.8667 -4.1228 -0.6680
P: -4.9124 -2.4490 1.6039
H: -7.0924 -3.8066 -0.6746
H: -6.0403 -3.1896 -2.1849
H: -6.6257 -1.9188 -0.8049
H: -3.8671 -5.0066 -0.1755
H: -4.7469 -1.0614 1.7086
H: -4.7941 -3.2353 2.7624
O: -0.5495 -3.4205 2.8613
P: 0.1160 -3.6401 1.4806
N: 1.6857 -3.7791 2.1755
C: 2.9588 -3.3877 1.5758
C: 1.9035 -5.0367 2.8962
N: -0.1685 -1.9882 1.0483
C: 0.8076 -0.9360 1.2982
C: -1.4946 -1.4668 1.4275
N: 0.8809 -3.8926 -0.1067
C: 0.4895 -3.0934 -1.2751
C: 0.6598 -5.3012 -0.4960
H: 3.2718 -4.0640 0.7711
H: 3.7547 -3.3922 2.3287
H: 2.9584 -2.3753 1.1872
H: 2.1352 -5.8565 2.2084
H: 1.0167 -5.3230 3.4744
H: 2.7274 -4.9480 3.6130
H: 1.1452 -0.9215 2.3371
H: 0.4034 0.0553 1.0565
H: 1.6627 -1.0345 0.6277
H: -1.5213 -1.1612 2.4829
H: -2.2710 -2.2203 1.2673
H: -1.7643 -0.5991 0.8176
H: -0.5936 -3.0705 -1.4118
H: 0.9398 -3.4917 -2.1934
H: 0.8632 -2.0700 -1.2051
H: -0.4019 -5.4875 -0.7019
H: 0.9645 -5.9845 0.2996
H: 1.2454 -5.5679 -1.3820
O: 1.0245 2.9088 0.8822
P: 1.3242 3.5336 -0.5024
N: 1.7077 5.0642 0.1878
C: 1.5054 6.3820 -0.4091
C: 2.9930 5.0895 0.8919
N: -0.3572 3.5020 -0.9130
C: -1.2465 4.6258 -0.6513
C: -1.0679 2.2699 -0.5246
N: 1.6687 4.2519 -2.0942
C: 0.8045 3.9858 -3.2515
C: 3.0226 3.8205 -2.5012
H: 2.2107 6.5893 -1.2230
H: 1.6398 7.1679 0.3422
H: 0.4996 6.5345 -0.7847
H: 3.8295 5.1948 0.1932
H: 3.1495 4.1696 1.4680
H: 3.0391 5.9172 1.6083
H: -1.1964 4.9616 0.3870
H: -2.2906 4.3760 -0.8795
H: -1.0287 5.4563 -1.3246
H: -1.3604 2.2894 0.5347
H: -0.4425 1.3886 -0.6931
H: -1.9743 2.1344 -1.1229
H: 0.6165 2.9186 -3.3860
H: 1.2543 4.3709 -4.1757
H: -0.1497 4.5099 -3.1690
H: 3.0438 2.7430 -2.7075
H: 3.7543 4.0185 -1.7149
H: 3.3632 4.3593 -3.3916

Lowest unoccupied orbital energy ... -1.13 eV
Orbital gap ... 6.5 eV
SMILES ... CN(C)P(=O)(N(C)C)N(C)C.CN(C)P(=O)(N(C)C)N(C)C.CB(O)P
Highest occupied orbital energy ... -7.64 eV
Relative energy (zero: lowest compared OMol25 entry of this formula, charge and spin) ... 214.2 kcal/mol
Charge ... 0


[7]
Below is a cluster of 9 separate species, C13H42N15O10 in total, with properties calculated with ωB97M-V with the def2-TZVPD basis set.

Element x y z (Å)
C: -0.2845 -0.5373 0.5579
C: -1.6039 -0.4848 -0.1420
O: -1.5902 -0.9117 -1.3358
O: -2.5793 0.1954 0.2659
H: 0.6596 -0.7692 0.0650
H: -0.3331 -1.3741 1.2547
H: -0.2510 0.4107 1.0949
C: 5.0851 1.7227 0.3773
C: 3.8052 1.0845 -0.1580
C: 2.9296 2.0720 -0.8941
O: 2.4352 3.0079 0.0877
C: 1.3702 3.7963 -0.5061
N: 3.9666 -0.1419 -0.9428
H: 5.7770 2.1147 -0.3682
H: 5.6834 0.9738 0.8961
H: 4.9317 2.6081 0.9942
H: 3.1589 0.9513 0.7096
H: 2.1039 1.5341 -1.3600
H: 3.5906 2.5404 -1.6233
H: 1.6915 4.3704 -1.3752
H: 0.9317 4.4182 0.2743
H: 0.6049 3.1492 -0.9346
H: 4.5722 -0.0462 -1.7454
H: 3.0953 -0.3994 -1.3839
C: 4.7418 -2.6671 1.2028
O: 5.1243 -3.5212 1.9752
N: 3.5660 -2.1148 1.0407
N: 5.5553 -2.1471 0.2879
H: 2.7729 -2.2428 1.6529
H: 3.5041 -1.3731 0.3578
H: 6.4816 -2.5496 0.2978
H: 5.0569 -1.4666 -0.2676
C: -5.1868 -0.6633 -2.4542
O: -5.9291 -0.7304 -3.4023
N: -5.0767 0.2715 -1.5610
N: -4.3461 -1.6593 -2.0589
H: -4.3846 0.2443 -0.8259
H: -5.7710 0.9976 -1.6647
H: -3.5490 -1.3839 -1.5031
H: -4.2613 -2.3222 -2.8162
C: -4.5350 -1.6284 2.7831
O: -5.2795 -2.3308 3.4400
N: -4.7466 -1.1681 1.5918
N: -3.4831 -0.9469 3.1367
H: -4.0142 -0.6860 1.0905
H: -5.4681 -1.6956 1.1213
H: -3.2027 -0.9828 4.1063
H: -2.9965 -0.4657 2.3939
C: 1.6067 -2.5245 -2.6144
O: 2.7329 -3.0380 -2.6541
N: 1.0359 -1.6846 -3.4435
N: 0.8506 -2.6857 -1.5915
H: 0.4142 -1.1019 -2.9012
H: 1.5615 -1.3737 -4.2480
H: 1.2192 -3.1330 -0.7644
H: -0.1392 -2.5038 -1.6772
C: -2.6756 3.5094 1.3148
O: -2.5767 4.6990 1.5907
N: -3.6095 2.7287 1.7035
N: -1.8908 2.9711 0.4490
H: -4.2623 2.9790 2.4324
H: -3.7595 1.7921 1.3563
H: -1.6581 3.5848 -0.3186
H: -2.2008 2.0103 0.4195
C: -1.0794 2.6950 -3.1338
O: -1.6486 3.3903 -2.3322
N: -0.4498 2.9660 -4.1944
N: -1.2206 1.4063 -3.2545
H: -0.0072 2.2074 -4.6931
H: -0.4802 3.9015 -4.5737
H: -1.6060 0.8880 -2.4780
H: -0.9085 0.8843 -4.0608
C: 1.0947 -2.5223 4.0805
O: 1.7834 -2.0640 3.2220
N: -0.1232 -2.6870 3.9905
N: 1.4907 -2.8683 5.2805
H: -0.5407 -2.3715 3.1267
H: -0.5725 -2.9142 4.8661
H: 2.4809 -2.8843 5.4790
H: 0.8155 -3.3093 5.8885

Multiplicity ... 2
Lowest unoccupied orbital energy (spin up / spin down) ... -0.54 / -6.21 eV
Orbital gap (spin up / spin down) ... 7.9 / 2.3 eV
Highest occupied orbital energy (spin up / spin down) ... -8.46 / -8.46 eV
Charge ... 0


Quick rundown of F_max, same order as above: 2.17; 8.35; 3.50; 6.70; 3.09; 8.80; 8.91 eV Å⁻¹